{
  "formula": "C44H50ClMnN2O3Se",
  "method": "wB97M-V/def2-TZVPD",
  "elements": ["Mn", "C", "C", "C", "C", "C", "C", "C", "Se", "C", "C", "C", "C", "C", "C", "O", "C", "C", "C", "C", "C", "C", "C", "C", "C", "O", "C", "C", "C", "C", "C", "C", "H", "H", "H", "H", "H", "H", "H", "H", "H", "H", "H", "H", "H", "H", "H", "H", "H", "H", "H", "H", "H", "H", "H", "H", "H", "H", "H", "H", "H", "H", "H", "H", "H", "H", "H", "H", "H", "H", "H", "H", "Cl", "C", "C", "C", "C", "O", "C", "C", "N", "C", "C", "C", "C", "C", "C", "C", "C", "N", "C", "C", "H", "H", "H", "H", "H", "H", "H", "H", "H", "H"],
  "coordinates": [[-0.211, 0.345, -2.480], [2.820, -4.781, 3.144], [1.644, -3.827, 3.392], [1.948, -2.981, 4.636], [0.399, -4.666, 3.680], [1.445, -2.916, 2.180], [0.270, -2.861, 1.447], [0.129, -2.015, 0.351], [-1.570, -1.990, -0.549], [-2.363, -0.526, 0.402], [-3.141, -0.809, 1.515], [-3.734, 0.201, 2.262], [-3.442, 1.505, 1.873], [-2.631, 1.847, 0.795], [-2.147, 0.804, -0.047], [-1.563, 1.051, -1.183], [-2.338, 3.352, 0.591], [-2.136, 4.028, 1.960], [-1.067, 3.663, -0.211], [-3.533, 4.008, -0.112], [-4.637, -0.053, 3.470], [-4.813, -1.547, 3.738], [-6.022, 0.558, 3.223], [-4.028, 0.590, 4.724], [1.182, -1.175, -0.081], [1.077, -0.401, -1.117], [2.390, -1.214, 0.677], [2.479, -2.073, 1.763], [3.559, -0.306, 0.275], [4.022, -0.653, -1.149], [3.117, 1.165, 0.322], [4.767, -0.450, 1.205], [2.947, -5.466, 3.989], [3.755, -4.232, 3.012], [2.651, -5.371, 2.240], [2.055, -3.619, 5.520], [1.143, -2.266, 4.819], [2.875, -2.415, 4.515], [0.585, -5.313, 4.542], [0.138, -5.301, 2.831], [-0.464, -4.037, 3.910], [-0.580, -3.474, 1.716], [-3.270, -1.850, 1.783], [-3.858, 2.313, 2.466], [-1.404, 3.477, 2.555], [-3.058, 4.097, 2.541], [-1.766, 5.047, 1.816], [-0.194, 3.170, 0.223], [-0.901, 4.747, -0.187], [-1.143, 3.339, -1.239], [-4.462, 3.813, 0.429], [-3.644, 3.609, -1.125], [-3.396, 5.094, -0.185], [-5.237, -2.065, 2.874], [-5.490, -1.691, 4.585], [-3.861, -2.026, 3.983], [-6.476, 0.130, 2.326], [-5.957, 1.639, 3.080], [-6.688, 0.368, 4.072], [-3.023, 0.202, 4.903], [-4.643, 0.380, 5.605], [-3.951, 1.674, 4.618], [3.402, -2.095, 2.328], [3.194, -0.528, -1.847], [4.365, -1.690, -1.200], [4.851, 0.000, -1.447], [2.283, 1.338, -0.356], [3.951, 1.817, 0.040], [2.800, 1.434, 1.333], [5.178, -1.463, 1.190], [4.520, -0.195, 2.239], [5.553, 0.233, 0.871], [3.765, -5.404, -4.254], [2.513, -4.182, -4.086], [1.185, -4.580, -3.805], [0.190, -3.660, -3.690], [0.429, -2.241, -3.816], [-0.526, -1.418, -3.739], [1.803, -1.877, -4.072], [2.205, -0.518, -4.236], [1.450, 0.471, -3.919], [1.776, 1.808, -4.191], [3.005, 2.329, -4.455], [3.168, 3.712, -4.739], [2.103, 4.555, -4.763], [0.807, 4.052, -4.474], [-0.359, 4.858, -4.483], [-1.563, 4.310, -4.194], [-1.616, 2.933, -3.848], [-0.571, 2.163, -3.828], [0.646, 2.694, -4.164], [2.805, -2.865, -4.224], [0.970, -5.635, -3.683], [-0.827, -3.964, -3.473], [3.195, -0.352, -4.679], [3.874, 1.683, -4.437], [4.161, 4.096, -4.940], [2.229, 5.607, -4.987], [-0.273, 5.914, -4.717], [-2.468, 4.901, -4.187], [-2.551, 2.473, -3.544], [3.824, -2.558, -4.437]],
  "e_tot_ev": -164757.4396,
  "spin_multiplicity": 6,
  "mol_weight_g_mol": 824.25,
  "largest_force_ev_per_a": 1.42,
  "lumo_energy_ha": [0.062, 0.062],
  "total_charge": -1
}

{
  "formula": "C44H50N4NaO4",
  "method": "wB97M-V/def2-TZVPD",
  "elements": ["Na", "C", "N", "C", "C", "C", "N", "C", "C", "H", "H", "H", "H", "H", "H", "H", "H", "H", "H", "H", "H", "H", "H", "H", "H", "C", "C", "C", "O", "C", "C", "O", "C", "O", "C", "C", "C", "C", "C", "C", "C", "C", "C", "C", "C", "C", "C", "O", "C", "C", "C", "C", "C", "C", "C", "C", "C", "C", "C", "C", "H", "H", "H", "H", "H", "H", "H", "H", "H", "H", "H", "H", "H", "H", "H", "H", "H", "H", "H", "H", "H", "H", "H", "H", "H", "H", "H", "H", "N", "C", "N", "C", "C", "C", "C", "C", "C", "H", "H", "H", "H", "H", "H"],
  "coordinates": [[0.784, -0.328, 1.342], [-0.090, -0.932, 4.396], [0.949, -0.005, 3.992], [0.582, 1.343, 4.376], [2.262, -0.379, 4.492], [2.698, -1.755, 3.997], [2.582, -1.878, 2.558], [2.443, -3.242, 2.100], [3.691, -1.218, 1.887], [-0.097, -1.093, 5.490], [0.027, -1.905, 3.918], [-1.058, -0.533, 4.100], [0.450, 1.448, 5.468], [-0.352, 1.618, 3.887], [1.357, 2.038, 4.053], [2.279, -0.388, 5.599], [2.972, 0.389, 4.181], [2.071, -2.518, 4.461], [3.726, -1.963, 4.343], [3.345, -3.851, 2.291], [2.230, -3.235, 1.032], [1.596, -3.716, 2.603], [4.639, -1.756, 2.071], [3.799, -0.200, 2.261], [3.489, -1.166, 0.817], [-2.168, -3.090, -3.434], [-2.227, -1.613, -3.069], [-3.110, -0.860, -4.029], [-2.719, -1.458, -1.741], [-1.639, -1.203, -0.801], [-0.410, -1.435, -1.765], [-0.930, -1.031, -3.049], [1.117, -1.122, -1.584], [1.453, -1.246, -0.280], [1.867, -2.185, -2.439], [2.999, -2.777, -1.897], [3.725, -3.733, -2.601], [3.331, -4.115, -3.877], [2.206, -3.520, -4.438], [1.489, -2.564, -3.728], [1.467, 0.272, -2.159], [2.332, 0.506, -3.220], [2.610, 1.803, -3.650], [2.006, 2.892, -3.039], [1.128, 2.670, -1.981], [0.889, 1.379, -1.541], [-2.090, -0.058, 0.210], [-1.111, 0.189, 1.119], [-2.604, 1.254, -0.414], [-2.175, 1.748, -1.635], [-2.600, 2.986, -2.112], [-3.483, 3.754, -1.366], [-3.907, 3.282, -0.126], [-3.455, 2.056, 0.344], [-3.321, -0.733, 0.882], [-4.596, -0.753, 0.320], [-5.639, -1.437, 0.933], [-5.425, -2.121, 2.125], [-4.158, -2.107, 2.693], [-3.121, -1.419, 2.071], [-3.172, -3.516, -3.392], [-1.539, -3.657, -2.753], [-1.784, -3.212, -4.449], [-4.109, -1.302, -4.021], [-2.713, -0.952, -5.043], [-3.196, 0.189, -3.767], [-1.601, -2.064, -0.127], [-0.402, -2.528, -1.785], [3.285, -2.473, -0.900], [4.600, -4.182, -2.145], [3.888, -4.866, -4.423], [1.886, -3.797, -5.436], [0.626, -2.098, -4.186], [2.795, -0.327, -3.738], [3.291, 1.952, -4.480], [2.207, 3.898, -3.390], [0.622, 3.495, -1.493], [0.212, 1.228, -0.706], [-1.485, 1.167, -2.230], [-2.231, 3.342, -3.067], [-3.820, 4.716, -1.734], [-4.585, 3.872, 0.480], [-3.782, 1.700, 1.317], [-4.774, -0.228, -0.610], [-6.619, -1.440, 0.472], [-6.236, -2.656, 2.604], [-3.972, -2.635, 3.622], [-2.126, -1.398, 2.493], [3.362, 3.731, 0.935], [3.342, 2.388, 1.185], [2.167, 1.920, 1.480], [1.325, 3.041, 1.391], [-0.069, 3.088, 1.481], [-0.673, 4.308, 1.251], [0.082, 5.456, 0.937], [1.458, 5.413, 0.829], [2.054, 4.172, 1.054], [4.151, 4.243, 0.585], [4.245, 1.802, 1.108], [-0.656, 2.182, 1.637], [-1.752, 4.366, 1.272], [-0.436, 6.388, 0.746], [2.031, 6.290, 0.558]],
  "e_tot_ev": -65008.7911,
  "mol_weight_g_mol": 721.90,
  "de_lowest_ev": 1.2296,
  "largest_force_ev_per_a": 1.78,
  "lumo_energy_ha": 0.069,
  "total_charge": -1
}

{
  "formula": "C44H51BCsN9O2Sb2",
  "method": "wB97M-V/def2-TZVPD",
  "elements": ["Cs", "C", "C", "C", "C", "C", "C", "C", "C", "N", "C", "O", "C", "C", "C", "C", "C", "N", "C", "O", "N", "C", "C", "C", "C", "C", "C", "C", "C", "H", "H", "H", "H", "H", "H", "H", "H", "H", "H", "H", "H", "H", "H", "H", "H", "H", "H", "H", "H", "H", "C", "C", "N", "N", "C", "B", "N", "C", "C", "C", "N", "N", "C", "C", "C", "N", "H", "H", "H", "H", "H", "H", "H", "H", "H", "H", "C", "Sb", "C", "C", "C", "C", "C", "C", "C", "C", "C", "Sb", "C", "C", "H", "H", "H", "H", "H", "H", "H", "H", "H", "H", "H", "H", "H", "H", "H", "H", "H", "H", "H", "H"],
  "coordinates": [[0.439, -0.795, 0.470], [1.949, -5.154, -0.691], [2.598, -4.186, -1.641], [2.826, -4.531, -2.967], [3.448, -3.644, -3.835], [3.819, -2.394, -3.364], [3.584, -2.007, -2.049], [3.902, -0.606, -1.610], [2.986, -2.920, -1.160], [2.656, -2.609, 0.159], [3.617, -2.354, 1.025], [4.854, -2.341, 0.844], [3.139, -2.107, 2.461], [4.105, -2.044, 3.462], [3.692, -1.894, 4.775], [2.339, -1.805, 5.052], [1.436, -1.844, 3.995], [1.836, -1.995, 2.731], [-0.053, -1.727, 4.319], [-0.347, -1.653, 5.534], [-0.875, -1.734, 3.283], [-2.238, -1.654, 3.581], [-3.046, -2.783, 3.359], [-2.396, -4.060, 2.910], [-4.418, -2.703, 3.556], [-5.013, -1.520, 3.973], [-4.213, -0.409, 4.201], [-2.837, -0.458, 4.013], [-1.980, 0.746, 4.274], [1.656, -6.071, -1.208], [1.072, -4.710, -0.217], [2.629, -5.412, 0.124], [2.520, -5.512, -3.318], [3.630, -3.919, -4.868], [4.280, -1.679, -4.038], [4.451, -0.079, -2.394], [4.499, -0.611, -0.698], [2.985, -0.039, -1.421], [5.143, -2.125, 3.171], [4.421, -1.854, 5.578], [1.944, -1.699, 6.052], [-1.856, -3.913, 1.971], [-3.139, -4.849, 2.773], [-1.653, -4.392, 3.637], [-5.029, -3.583, 3.377], [-6.086, -1.464, 4.119], [-4.665, 0.524, 4.526], [-2.591, 1.637, 4.433], [-1.301, 0.929, 3.438], [-1.356, 0.570, 5.153], [1.406, -0.175, -4.632], [0.842, -0.756, -3.487], [0.488, 0.168, -2.601], [0.812, 1.356, -3.150], [1.370, 1.175, -4.364], [0.730, 2.706, -2.405], [-0.737, 3.025, -1.998], [-1.758, 3.163, -2.862], [-2.841, 3.675, -2.175], [-2.355, 3.827, -0.864], [-1.089, 3.442, -0.769], [1.676, 2.793, -1.194], [2.549, 3.806, -1.019], [3.246, 3.587, 0.148], [2.710, 2.383, 0.630], [1.763, 1.917, -0.171], [1.804, -0.671, -5.501], [0.715, -1.805, -3.259], [1.707, 2.023, -4.938], [1.106, 3.546, -3.196], [-1.640, 2.888, -3.898], [-3.820, 3.907, -2.562], [-2.867, 4.197, 0.011], [2.610, 4.602, -1.742], [4.023, 4.194, 0.580], [2.976, 1.830, 1.519], [-2.797, -1.176, -6.388], [-2.388, -0.127, -4.533], [-2.329, -1.983, -3.460], [-4.509, 0.416, -4.228], [-5.372, -0.647, -3.641], [-5.856, -1.672, -4.457], [-6.572, -2.742, -3.946], [-6.827, -2.801, -2.583], [-6.391, -1.771, -1.766], [-5.679, -0.679, -2.267], [-5.270, 0.412, -1.332], [-3.176, 0.351, -0.699], [-3.424, -1.568, 0.249], [-3.633, 1.511, 1.050], [-3.492, -1.999, -6.218], [-1.860, -1.583, -6.769], [-3.210, -0.495, -7.134], [-3.331, -2.403, -3.361], [-1.869, -1.855, -2.483], [-1.707, -2.659, -4.049], [-4.833, 0.674, -5.240], [-4.497, 1.327, -3.633], [-5.653, -1.625, -5.521], [-6.921, -3.527, -4.607], [-7.371, -3.637, -2.159], [-6.604, -1.803, -0.703], [-5.856, 0.359, -0.413], [-5.418, 1.400, -1.771], [-4.264, -1.536, 0.945], [-2.536, -1.843, 0.820], [-3.606, -2.323, -0.516], [-4.212, 0.908, 1.748], [-4.205, 2.384, 0.734], [-2.716, 1.849, 1.529]],
  "e_tot_ev": -78266.5011,
  "mol_weight_g_mol": 1125.19,
  "de_lowest_ev": 0.5947,
  "largest_force_ev_per_a": 0.62,
  "lumo_energy_ha": 0.137,
  "total_charge": -2
}

{
  "formula": "C44H51BrMoN6O6Si4",
  "method": "wB97M-V/def2-TZVPD",
  "elements": ["Mo", "O", "C", "N", "C", "O", "C", "C", "C", "C", "C", "N", "C", "C", "C", "C", "C", "N", "H", "H", "H", "H", "H", "H", "H", "H", "C", "O", "C", "C", "C", "C", "C", "C", "N", "N", "C", "C", "C", "C", "O", "C", "N", "C", "C", "C", "C", "H", "H", "H", "H", "H", "H", "H", "H", "H", "H", "H", "H", "C", "Si", "C", "C", "Si", "Si", "C", "C", "C", "Si", "C", "C", "C", "H", "H", "H", "H", "H", "H", "H", "H", "H", "H", "H", "H", "H", "H", "H", "H", "H", "H", "H", "H", "H", "H", "H", "H", "H", "H", "H", "Br", "C", "C", "C", "C", "C", "C", "C", "O", "O", "H", "H", "H", "H"],
  "coordinates": [[0.241, -0.739, 1.579], [-1.363, -3.154, 4.585], [-0.708, -2.650, 3.706], [-0.551, -1.307, 3.411], [-0.771, -0.383, 4.411], [-1.317, -0.542, 5.476], [-0.177, 0.926, 4.018], [-0.112, 1.949, 4.944], [0.411, 3.173, 4.577], [0.829, 3.308, 3.261], [0.721, 2.243, 2.394], [0.244, 1.035, 2.736], [0.148, -3.463, 2.791], [0.597, -4.716, 3.172], [1.494, -5.378, 2.358], [1.850, -4.779, 1.156], [1.321, -3.549, 0.826], [0.515, -2.859, 1.651], [-0.484, 1.738, 5.937], [0.484, 3.994, 5.276], [1.239, 4.241, 2.900], [1.028, 2.355, 1.366], [0.247, -5.123, 4.110], [1.896, -6.342, 2.639], [2.541, -5.259, 0.477], [1.547, -3.075, -0.116], [-4.643, 3.063, -4.939], [-5.624, 2.886, -3.935], [-5.690, 1.674, -3.330], [-6.644, 1.537, -2.322], [-6.807, 0.333, -1.672], [-5.981, -0.753, -1.973], [-5.010, -0.598, -2.964], [-4.881, 0.592, -3.656], [-6.276, -2.024, -1.432], [-5.399, -2.838, -1.099], [-4.057, -2.492, -0.882], [-3.060, -3.288, -1.417], [-1.705, -2.987, -1.279], [-1.311, -1.914, -0.493], [-0.084, -1.462, -0.327], [-2.309, -1.256, 0.257], [-1.795, -0.419, 1.211], [-2.676, 0.286, 1.915], [-4.052, 0.180, 1.734], [-4.574, -0.693, 0.810], [-3.687, -1.455, 0.028], [-4.742, 4.091, -5.276], [-4.810, 2.388, -5.783], [-3.636, 2.906, -4.544], [-7.262, 2.392, -2.081], [-7.564, 0.226, -0.906], [-4.385, -1.439, -3.229], [-4.139, 0.662, -4.439], [-3.358, -4.142, -2.014], [-0.966, -3.612, -1.758], [-2.285, 0.942, 2.678], [-4.711, 0.767, 2.359], [-5.643, -0.814, 0.712], [-0.124, -1.027, -3.575], [1.393, -0.225, -2.756], [2.082, 0.932, -4.100], [2.685, -1.608, -2.503], [1.120, 0.923, -0.671], [-0.668, 2.530, -1.008], [-1.336, 3.511, 0.476], [-2.162, 1.734, -1.847], [-0.016, 3.838, -2.227], [3.289, 1.943, -0.238], [4.785, 0.783, -0.269], [3.510, 3.178, -1.666], [3.507, 3.010, 1.320], [-0.079, -0.927, -4.661], [-1.071, -0.604, -3.235], [-0.152, -2.090, -3.345], [2.259, 0.373, -5.022], [3.031, 1.376, -3.801], [1.392, 1.747, -4.334], [2.278, -2.581, -2.788], [2.978, -1.661, -1.452], [3.585, -1.436, -3.097], [-1.677, 2.856, 1.280], [-2.191, 4.116, 0.163], [-0.586, 4.186, 0.891], [-2.611, 0.949, -1.238], [-1.876, 1.286, -2.800], [-2.937, 2.479, -2.043], [0.557, 4.610, -1.707], [-0.838, 4.342, -2.745], [0.634, 3.401, -2.987], [4.669, -0.006, -1.015], [4.927, 0.301, 0.698], [5.697, 1.338, -0.502], [3.671, 2.673, -2.618], [4.373, 3.829, -1.494], [2.630, 3.815, -1.773], [3.350, 2.456, 2.247], [2.826, 3.866, 1.313], [4.524, 3.408, 1.343], [4.423, -0.057, 4.700], [4.997, -1.353, 3.439], [6.246, -1.917, 3.656], [6.788, -2.783, 2.722], [6.094, -3.081, 1.561], [4.847, -2.526, 1.349], [4.267, -1.671, 2.284], [2.876, -1.198, 2.003], [2.062, -1.005, 2.938], [2.488, -1.048, 0.814], [6.793, -1.665, 4.554], [7.767, -3.211, 2.896], [6.528, -3.745, 0.825], [4.286, -2.744, 0.448]],
  "e_tot_ev": -171093.4161,
  "mol_weight_g_mol": 1048.12,
  "largest_force_ev_per_a": 3.93,
  "lumo_energy_ha": [-0.029, -0.027],
  "total_charge": 0
}